No. 1
{
  "formula": "C4H15NO2",
  "method": "wB97M-V/def2-TZVPD",
  "lumo_ev": 0.78,
  "relative_energy_ev": 1.430,
  "smiles": "CCN(C)C.O.O",
  "orbital_gap_ev": 9.21,
  "species": ["C", "C", "N", "C", "C", "H", "H", "H", "H", "H", "H", "H", "H", "H", "H", "H", "O", "H", "H", "O", "H", "H"],
  "positions_angstrom": [[-0.6653, -1.9041, 0.3185], [-0.7777, -0.5786, 1.0451], [-1.5315, 0.4292, 0.3011], [-1.6116, 1.6467, 1.1017], [-0.9481, 0.7307, -1.0062], [0.0747, -1.8713, -0.4728], [-0.3382, -2.6904, 1.0049], [-1.6320, -2.2043, -0.0987], [0.2046, -0.2187, 1.4044], [-1.3639, -0.7520, 1.9530], [-2.3311, 2.3329, 0.6540], [-0.6344, 2.1369, 1.1941], [-2.0321, 1.3895, 2.0664], [-0.4082, 1.6789, -1.0331], [-0.3243, -0.0811, -1.3757], [-1.7592, 0.8191, -1.7298], [2.2929, 1.2008, -1.4899], [3.1938, 0.9870, -1.2463], [2.1327, 1.3903, -2.4131], [3.1895, -1.3449, -0.1379], [2.5497, -0.9974, 0.4939], [2.7195, -2.0993, -0.5335]],
  "forces_ev_per_a": [[0.087, -0.248, 0.162], [-0.593, -0.064, 0.397], [0.798, 0.101, 0.162], [-0.601, -0.324, -0.405], [-0.725, -0.106, -0.452], [0.038, -0.012, -0.297], [-0.062, 0.089, 0.038], [0.155, 0.109, 0.017], [0.069, 0.024, -0.279], [0.090, -0.005, 0.064], [0.162, 0.137, -0.174], [-0.014, 0.078, 0.189], [0.171, 0.026, 0.373], [0.345, -0.116, 0.164], [0.168, 0.193, 0.153], [-0.109, 0.125, -0.123], [-1.001, 0.191, 0.877], [0.198, -0.116, -0.744], [0.764, -0.086, -0.160], [-0.303, -0.508, -0.041], [0.033, 0.102, -0.040], [0.330, 0.411, 0.118]],
  "nbo_charge": [-0.622, -0.213, -0.437, -0.412, -0.427, 0.193, 0.212, 0.220, 0.149, 0.191, 0.199, 0.169, 0.197, 0.187, 0.202, 0.191, -0.970, 0.492, 0.479, -0.941, 0.472, 0.471]
}

=====

No. 2
{
  "formula": "C4H13NO2",
  "method": "wB97M-V/def2-TZVPD",
  "lumo_ev": 0.77,
  "relative_energy_ev": 1.586,
  "smiles": "CNCCCO.O",
  "orbital_gap_ev": 9.54,
  "species": ["C", "N", "C", "C", "C", "O", "H", "H", "H", "H", "H", "H", "H", "H", "H", "H", "H", "O", "H", "H"],
  "positions_angstrom": [[1.9890, -0.8580, -0.4261], [1.1341, -0.7965, 0.7630], [-0.2807, -1.0039, 0.5044], [-1.3172, -0.0183, 1.0550], [-1.1402, 1.4272, 0.6060], [-0.1361, 2.1764, 1.2750], [3.0283, -0.8070, -0.0938], [1.9405, -1.8642, -0.8398], [1.7399, -0.0569, -1.1193], [1.3628, -0.0453, 1.3902], [-0.5087, -1.0969, -0.5590], [-0.4950, -2.0148, 0.8697], [-2.3217, -0.3742, 0.8547], [-0.9926, 0.0425, 2.1038], [-2.0317, 1.9801, 0.9146], [-1.0731, 1.5922, -0.4785], [0.7222, 1.7536, 1.3277], [-0.3652, -0.2937, -2.8945], [-0.6630, 0.5290, -3.2861], [-0.5916, -0.2714, -1.9671]],
  "forces_ev_per_a": [[0.220, -0.107, 1.229], [0.012, 0.066, -0.347], [-0.698, -0.851, -0.434], [2.523, 0.440, 0.616], [-0.674, 0.737, -0.019], [0.167, 0.173, 0.299], [-0.008, 0.441, -0.081], [-0.436, 0.165, -0.451], [0.237, -0.237, -0.512], [-0.073, 0.064, -0.030], [0.544, -0.072, -0.191], [-0.457, 0.082, 0.136], [-0.086, -0.083, 0.363], [-1.213, -0.154, 0.335], [-0.169, -0.184, -0.184], [0.215, -0.386, -0.034], [-0.078, -0.265, -0.395], [0.231, -0.250, -0.555], [-0.106, 0.140, 0.083], [-0.150, 0.280, 0.170]],
  "nbo_charge": [-0.414, -0.645, -0.203, -0.446, -0.064, -0.724, 0.201, 0.200, 0.183, 0.346, 0.148, 0.189, 0.227, 0.211, 0.186, 0.149, 0.461, -0.937, 0.471, 0.460]
}

=====

No. 3
{
  "formula": "C5H12O2",
  "method": "wB97M-V/def2-TZVPD",
  "lumo_ev": 0.82,
  "relative_energy_ev": 5.168,
  "orbital_gap_ev": 7.78,
  "species": ["C", "O", "C", "C", "C", "C", "O", "H", "H", "H", "H", "H", "H", "H", "H", "H", "H", "H", "H"],
  "positions_angstrom": [[-1.7537, 0.8190, -1.9822], [-1.2355, -0.1343, -1.0830], [0.1685, -0.0543, -0.9264], [0.5191, -0.9935, 0.2214], [1.9526, -0.8050, 0.7121], [-0.1217, 0.5879, 1.8922], [-0.5205, -0.8632, 1.2623], [-1.3279, 0.6782, -2.9855], [-2.8342, 0.6670, -2.0280], [-1.5421, 1.8446, -1.6488], [0.6758, -0.4099, -1.8380], [0.4759, 0.9735, -0.6965], [0.3842, -2.0251, -0.0943], [2.0922, -1.2305, 1.7087], [2.2458, 0.2467, 0.7530], [2.6135, -1.3505, 0.0231], [0.2912, 0.1892, 2.8306], [-1.1195, 0.9731, 2.1316], [-1.3439, -0.7241, 0.7372]],
  "forces_ev_per_a": [[-0.117, 0.155, -0.193], [-0.045, -0.099, -0.005], [0.143, -0.107, 0.028], [0.034, -0.429, -0.330], [-0.136, -0.083, 0.021], [-0.224, 0.371, 0.536], [0.659, 0.545, -0.507], [-0.067, 0.018, 0.117], [0.155, 0.048, -0.006], [-0.008, -0.177, 0.010], [-0.043, 0.092, 0.120], [-0.079, -0.202, 0.060], [0.044, -0.182, -0.252], [-0.081, -0.011, -0.128], [-0.189, -0.228, -0.025], [-0.159, 0.107, 0.115], [-0.134, 0.239, 0.064], [-0.145, -0.116, 0.173], [0.391, 0.060, 0.200]],
  "nbo_charge": [-0.243, -0.570, -0.102, 0.099, -0.639, -0.615, -0.532, 0.169, 0.196, 0.180, 0.176, 0.213, 0.184, 0.233, 0.245, 0.213, 0.133, 0.128, 0.531]
}

=====

No. 4
{
  "formula": "C4H7NS",
  "method": "wB97M-V/def2-TZVPD",
  "lumo_ev": [0.98, -2.23],
  "relative_energy_ev": 1.374,
  "orbital_gap_ev": [6.10, 6.87],
  "s_squared": 2.005,
  "spin_multiplicity": 3,
  "species": ["C", "C", "C", "C", "N", "S", "H", "H", "H", "H", "H", "H", "H"],
  "positions_angstrom": [[1.1012, 0.4983, -0.1804], [-0.9981, -0.9440, -0.8077], [-1.1082, -0.8769, 0.7044], [-0.6043, 0.2715, -0.1477], [1.5424, 1.6577, 0.2764], [1.9396, -0.8507, -0.3525], [-0.3176, -1.7102, -1.1374], [-1.7935, -1.0248, -1.3948], [-1.9992, -0.9181, 1.3616], [-0.3054, -1.5081, 1.1034], [-1.0618, 1.1898, -0.1134], [1.0236, 2.5248, 0.1442], [2.5811, 1.6908, 0.5438]],
  "forces_ev_per_a": [[-6.494, 0.574, -1.125], [0.786, -1.344, 1.542], [0.610, -0.758, 0.484], [5.587, -1.340, 1.351], [3.443, 2.581, 2.082], [2.250, -2.975, -0.274], [0.771, 0.338, -0.083], [-3.688, 0.199, -2.175], [0.330, 0.469, -1.046], [-0.327, 0.484, 0.296], [-1.345, 1.818, -0.462], [0.595, -0.550, -0.049], [-2.520, 0.503, -0.540]],
  "mulliken_spin": [0.575, 0.043, 0.011, 0.069, 0.158, 1.157, -0.015, 0.001, 0.008, -0.004, 0.002, 0.002, -0.008]
}